No. 1
The following is a DFT calculation (the ωB97M-V functional and the def2-TZVPD basis) of the molecule C2H4OS in a non-equilibrium geometry.

## Properties
HOMO energy   -0.3384 hartree
Calculated total energy   -551.955895 Eh
Energy relative to the best compared isomer or geometry (same formula, charge and spin)   191.1 kJ/mol
Largest force on an atom   0.10613 Eh/bohr
Gap between HOMO and LUMO   9.098 eV

Last column: Löwdin charge in e.
Cartesian coordinates (Å):
1 C -0.1452 -0.5278 -0.0212  -0.44
2 C 0.2908 0.6724 -0.8608  -0.17
3 O -0.4796 -1.2819 2.5713  -0.58
4 S -0.2736 -0.1976 1.5847  0.91
5 H -0.3385 -1.4925 -0.5141  0.08
6 H 1.1518 1.1850 -0.3604  0.08
7 H 0.4233 0.3337 -1.8168  0.03
8 H -0.6291 1.3087 -0.5827  0.09

Atoms 1-6, force components in eV/Å:
C 0.42 -0.53 1.33
C -2.01 1.26 4.91
O -0.23 0.23 -0.86
S 0.41 -0.67 -0.60
H 0.17 0.33 0.57
H -0.51 -0.55 -1.00


No. 2
The following is a DFT calculation (the ωB97M-V functional and the def2-TZVPD basis) of a structure of composition C36H62BrHgINO5S2Si2.

## Properties
Total charge   -2
HOMO energy (spin up / spin down)   -0.0673 / -0.0669 hartree
Calculated total energy   -6240.747116 Eh
Energy relative to the best compared isomer or geometry (same formula, charge and spin)   36.9 kJ/mol
Largest force on an atom   0.01847 Eh/bohr
Gap between HOMO and LUMO (spin up / spin down)   5.338 / 4.285 eV
Spin multiplicity   2

Last column: Mulliken spin population.
Cartesian coordinates (Å):
1 Hg -0.4780 0.6927 -1.7581  0.49
2 S 0.5858 4.7163 -2.9833  0.01
3 C -0.8304 4.6330 -1.9935  0.01
4 C -1.2680 5.7622 -1.2470  0.01
5 C -2.4221 5.7035 -0.5053  0.00
6 C -3.1640 4.5195 -0.4745  0.00
7 C -2.6664 3.4474 -1.1866  0.03
8 N -1.5554 3.4893 -1.9313  0.04
9 H -0.6629 6.6576 -1.2776  0.00
10 H -2.7548 6.5738 0.0522  0.00
11 H -4.0734 4.4230 0.1047  0.00
12 H -3.1744 2.4903 -1.1471  0.00
13 C 4.9071 -0.2321 2.1554  0.00
14 C 5.0467 -0.3447 0.6293  0.00
15 C 6.4352 -0.9157 0.2981  0.00
16 C 3.9812 -1.3540 0.1636  0.00
17 Si 4.7644 1.3642 -0.2011  -0.03
18 Br 2.6655 1.9438 0.3377  0.04
19 C 5.8183 2.7903 0.5749  0.00
20 C 5.6725 4.0842 -0.2430  0.00
21 C 5.3432 3.1429 1.9959  0.00
22 C 7.3073 2.4164 0.6597  0.00
23 C 4.8464 1.3548 -2.1203  -0.01
24 C 4.3101 0.0378 -2.7026  -0.02
25 C 3.9668 2.4773 -2.7051  -0.01
26 C 6.2904 1.5293 -2.6219  0.00
27 H 4.9254 -1.2378 2.5901  0.00
28 H 3.9581 0.2293 2.4389  0.00
29 H 5.7241 0.3372 2.6047  0.00
30 H 6.5363 -1.9105 0.7479  0.00
31 H 7.2454 -0.2937 0.6818  0.00
32 H 6.5782 -1.0245 -0.7811  0.00
33 H 4.0219 -2.2460 0.7992  0.00
34 H 4.1325 -1.6845 -0.8594  0.00
35 H 2.9658 -0.9625 0.2316  0.00
36 H 4.6233 4.3685 -0.3479  0.00
37 H 6.1075 4.0081 -1.2384  0.00
38 H 6.1886 4.8982 0.2815  0.00
39 H 4.3241 3.5283 1.9879  0.00
40 H 6.0000 3.9219 2.4043  0.00
41 H 5.3694 2.2937 2.6753  0.00
42 H 7.7037 2.0435 -0.2878  0.00
43 H 7.4769 1.6533 1.4217  0.00
44 H 7.8917 3.3005 0.9437  0.00
45 H 3.3185 -0.2107 -2.3174  0.03
46 H 4.9801 -0.8014 -2.5064  0.00
47 H 4.2250 0.1451 -3.7907  0.00
48 H 2.9084 2.3021 -2.5152  0.02
49 H 4.1049 2.5084 -3.7927  0.00
50 H 4.2028 3.4642 -2.3116  0.00
51 H 6.9702 0.7920 -2.1830  0.00
52 H 6.6888 2.5205 -2.4060  0.00
53 H 6.3129 1.3961 -3.7098  0.00
54 C -6.2015 -1.4841 -2.6874  0.00
55 C -4.7233 -1.1038 -2.6892  0.00
56 C -4.0258 -1.6125 -3.9429  0.00
57 C -4.5802 0.4128 -2.6032  -0.01
58 O -4.0935 -1.7678 -1.5965  -0.01
59 Si -3.8510 -1.3692 -0.0131  0.08
60 S -2.7126 0.3018 0.4154  0.27
61 O -3.1195 -2.6702 0.6722  -0.01
62 C -3.0091 -4.0479 0.3307  0.00
63 C -2.1754 -4.2223 -0.9374  0.00
64 C -4.4013 -4.6499 0.1470  0.00
65 C -2.2905 -4.7070 1.5014  0.00
66 O -5.4075 -1.2525 0.5701  0.02
67 C -5.9189 -0.6819 1.7709  0.00
68 C -6.0419 0.8313 1.6120  0.00
69 C -5.0286 -1.0272 2.9614  -0.01
70 C -7.3034 -1.2949 1.9529  0.00
71 H -6.7375 -0.9592 -3.4828  0.00
72 H -6.6338 -1.2154 -1.7219  0.00
73 H -6.3167 -2.5622 -2.8258  0.00
74 H -4.4335 -1.1352 -4.8379  0.00
75 H -4.1397 -2.6954 -4.0274  0.00
76 H -2.9611 -1.3815 -3.8759  0.01
77 H -5.0449 0.8860 -3.4716  0.00
78 H -3.5263 0.6916 -2.5735  0.01
79 H -5.0523 0.7936 -1.6943  0.00
80 H -2.6468 -3.6970 -1.7687  0.00
81 H -2.0864 -5.2846 -1.1811  0.00
82 H -1.1761 -3.8066 -0.7873  0.00
83 H -4.8991 -4.1799 -0.7047  0.00
84 H -5.0062 -4.4676 1.0398  0.00
85 H -4.3355 -5.7272 -0.0251  0.00
86 H -1.2943 -4.2728 1.6019  0.00
87 H -2.1933 -5.7836 1.3376  0.00
88 H -2.8453 -4.5304 2.4268  0.00
89 H -5.0605 1.2632 1.4134  0.00
90 H -6.4555 1.2792 2.5199  0.00
91 H -6.6992 1.0629 0.7693  0.00
92 H -4.0384 -0.5810 2.8346  0.00
93 H -4.8979 -2.1101 3.0268  0.00
94 H -5.4671 -0.6580 3.8918  0.00
95 H -7.8825 -1.1568 1.0370  0.00
96 H -7.8370 -0.8248 2.7830  0.00
97 H -7.2155 -2.3676 2.1405  0.00
98 I 0.1569 0.0586 6.1735  0.00
99 C 0.3161 -0.7689 4.2444  0.00
100 C 0.2072 0.0558 3.1398  0.01
101 C 0.3595 -0.5054 1.8743  -0.02
102 C 0.6056 -1.8579 1.7114  0.01
103 C 0.6933 -2.6624 2.8450  0.00
104 C 0.5529 -2.1319 4.1206  0.00
105 C 0.8335 -2.4870 0.3329  0.01
106 O 1.0714 -3.7117 0.3408  0.00
107 O 0.8168 -1.7228 -0.6679  0.03
108 H -0.0038 1.1120 3.2429  0.00
109 H 0.2772 0.1279 1.0041  0.01
110 H 0.8815 -3.7187 2.7002  0.00
111 H 0.6224 -2.7646 4.9948  0.00

Atoms 1-6, force components in eV/Å:
Hg -0.63 -0.06 0.71
S -0.10 -0.07 0.18
C 0.18 -0.11 -0.27
C -0.05 -0.10 0.01
C -0.01 -0.01 -0.06
C -0.01 0.06 0.05